121
Properties=species:S:1:pos:R:3:lowdin_spin:R:1 method="wB97M-V/def2-TZVPD" lumo_ev="-6.90 / -7.86" charge=+2 e_homo_ev="-13.33 / -13.41" spin_multiplicity=2
Ir -0.556 0.187 -0.631 -0.032
C 2.914 0.212 0.002 0.000
O 1.766 -0.174 -0.773 0.007
C 1.966 -0.066 -2.188 0.000
C 2.010 1.167 -2.814 0.000
C 1.987 2.508 -2.112 0.004
C 0.937 2.897 -1.107 0.033
C 1.231 3.900 -0.217 -0.003
C 0.257 4.504 0.607 0.052
C -1.049 4.000 0.586 -0.002
C -1.407 2.982 -0.264 0.036
C -2.813 2.467 -0.319 0.004
C -2.898 1.195 0.468 0.005
C -3.058 1.228 1.847 -0.002
C -3.176 0.066 2.603 -0.002
C -2.961 -1.175 1.963 0.004
C -2.774 -1.264 0.610 0.000
C -2.611 -2.590 -0.095 0.008
C -1.185 -3.091 -0.127 0.106
C -0.780 -4.136 0.648 0.030
C 0.540 -4.658 0.572 0.207
C 1.463 -4.049 -0.318 0.007
C 1.107 -3.044 -1.168 0.102
C 2.056 -2.625 -2.266 0.011
C 2.051 -1.237 -2.894 0.001
C 2.240 -1.165 -4.272 0.000
C 2.343 0.040 -4.949 0.000
C 2.197 1.187 -4.191 0.000
C 2.617 0.133 -6.455 0.000
C 3.899 0.949 -6.683 0.000
C 1.436 0.832 -7.153 0.000
C 2.805 -1.249 -7.083 0.000
C -0.246 -2.512 -1.069 0.154
O -0.608 -1.548 -1.835 0.158
C 0.972 -5.886 1.352 0.025
C 1.402 -6.975 0.342 0.016
C -0.154 -6.461 2.217 0.000
C 2.171 -5.514 2.245 0.016
C -2.789 -0.058 -0.169 0.002
O -3.040 -0.213 -1.518 0.000
C -4.299 0.205 -2.111 0.000
C -3.629 0.103 4.055 0.000
C -5.026 -0.556 4.103 0.000
C -2.672 -0.687 4.962 0.000
C -3.740 1.537 4.583 0.000
C -0.432 2.424 -1.169 0.025
O -0.829 1.613 -2.130 0.011
C 0.639 5.699 1.458 0.006
C 1.868 5.356 2.316 0.003
C 0.990 6.860 0.502 0.005
C -0.503 6.145 2.375 0.000
H 3.768 -0.376 -0.328 0.000
H 3.135 1.273 -0.109 0.000
H 2.693 -0.009 1.044 0.000
H 2.960 2.699 -1.656 0.000
H 1.905 3.255 -2.904 0.002
H 2.249 4.282 -0.193 -0.001
H -1.802 4.431 1.239 -0.001
H -3.487 3.207 0.105 0.000
H -3.083 2.299 -1.356 0.001
H -3.158 2.197 2.328 0.000
H -2.999 -2.096 2.544 0.000
H -3.223 -3.338 0.406 0.000
H -2.962 -2.476 -1.117 0.002
H -1.495 -4.601 1.322 -0.001
H 2.472 -4.446 -0.379 -0.002
H 3.072 -2.865 -1.937 0.001
H 1.856 -3.317 -3.088 0.006
H 2.298 -2.096 -4.828 0.000
H 2.222 2.152 -4.689 0.000
H 3.806 1.972 -6.308 0.000
H 4.756 0.478 -6.189 0.000
H 4.115 1.004 -7.756 0.000
H 1.322 1.867 -6.815 0.000
H 1.598 0.849 -8.235 0.000
H 0.498 0.302 -6.957 0.000
H 3.628 -1.801 -6.613 0.000
H 1.893 -1.854 -7.020 0.000
H 3.050 -1.133 -8.142 0.000
H 0.565 -7.269 -0.300 0.000
H 2.227 -6.651 -0.298 0.000
H 1.733 -7.858 0.895 0.003
H -1.012 -6.777 1.612 0.000
H 0.219 -7.346 2.736 0.000
H -0.493 -5.756 2.980 0.000
H 3.028 -5.154 1.664 0.000
H 1.895 -4.747 2.977 0.000
H 2.491 -6.402 2.797 0.003
H -5.021 0.491 -1.343 0.000
H -4.112 1.042 -2.777 0.000
H -4.698 -0.624 -2.688 0.000
H -4.982 -1.620 3.849 0.000
H -5.433 -0.466 5.114 0.000
H -5.719 -0.065 3.412 0.000
H -2.516 -1.718 4.625 0.000
H -1.701 -0.188 5.033 0.000
H -3.094 -0.734 5.970 0.000
H -4.489 2.121 4.039 0.000
H -4.048 1.508 5.632 0.000
H -2.777 2.062 4.539 0.000
H 2.755 5.137 1.714 0.000
H 2.108 6.208 2.954 0.001
H 1.672 4.495 2.967 0.000
H 1.823 6.606 -0.161 0.000
H 0.130 7.133 -0.117 0.000
H 1.279 7.734 1.089 0.001
H -0.807 5.352 3.071 0.000
H -0.169 6.994 2.972 0.000
H -1.382 6.472 1.809 0.000
N 0.548 -3.244 4.804 0.000
C 0.560 -2.228 4.260 0.000
C 0.563 -0.964 3.558 -0.001
C 0.854 0.230 4.201 0.000
C 0.807 1.396 3.463 0.000
C 0.458 1.335 2.131 -0.001
N 0.162 0.187 1.506 -0.016
C 0.232 -0.952 2.212 -0.002
H 1.111 0.238 5.254 0.000
H 1.043 2.354 3.912 0.000
H 0.437 2.226 1.530 0.000
H 0.039 -1.884 1.698 0.001

=====

136
Properties=species:S:1:pos:R:3:mulliken_charge:R:1 method="wB97M-V/def2-TZVPD" lumo_ev=0.55 smiles="COC(=O)OC.COC(=O)OC.COC(=O)OC.COC(=O)OC.c1ccncc1.c1ccncc1.c1ccncc1.c1ccncc1.c1ccncc1.c1ccncc1.c1ccncc1.c1ccncc1" e_homo_ev=-9.42
N -27.189 -5.992 -3.837 -0.660
C -27.316 -6.758 -2.764 -0.789
C -27.285 -6.271 -1.476 0.171
C -27.241 -4.904 -1.241 0.532
C -27.396 -4.105 -2.367 -0.464
C -27.322 -4.654 -3.621 -0.449
H -27.348 -7.839 -2.906 0.403
H -27.296 -7.053 -0.677 0.094
H -27.234 -4.534 -0.237 0.496
H -27.569 -2.983 -2.265 0.286
H -27.387 -3.967 -4.514 0.309
N -30.663 -6.485 2.027 -0.416
C -31.145 -5.680 3.001 -0.504
C -31.408 -4.304 2.839 -0.402
C -31.088 -3.739 1.636 -0.349
C -30.522 -4.498 0.615 -0.482
C -30.435 -5.866 0.853 -0.342
H -31.415 -6.175 3.912 0.497
H -31.908 -3.693 3.594 0.578
H -31.278 -2.689 1.488 0.470
H -30.289 -4.257 -0.436 0.490
H -30.140 -6.542 0.059 0.523
N -24.106 -8.197 -2.882 -0.110
C -23.915 -7.067 -3.712 -0.152
C -22.676 -6.810 -4.292 -0.451
C -21.569 -7.665 -4.065 -0.269
C -21.735 -8.723 -3.233 -0.701
C -23.026 -8.969 -2.672 -0.185
H -24.762 -6.429 -3.900 0.215
H -22.517 -5.888 -4.969 0.336
H -20.605 -7.463 -4.632 0.327
H -20.876 -9.399 -3.056 0.367
H -23.247 -9.778 -2.024 0.552
N -22.348 -3.830 -0.236 -0.510
C -21.553 -4.103 -1.325 -0.566
C -21.988 -3.919 -2.627 -0.325
C -23.308 -3.434 -2.804 -0.849
C -24.113 -3.232 -1.704 0.251
C -23.590 -3.422 -0.403 -0.332
H -20.598 -4.570 -1.069 0.386
H -21.272 -3.921 -3.497 0.366
H -23.729 -3.108 -3.746 0.404
H -25.119 -2.999 -1.929 0.645
H -24.095 -3.199 0.558 0.500
N -27.979 -0.057 -0.010 -0.698
C -28.784 0.146 1.048 -0.654
C -28.791 -0.571 2.217 -0.336
C -27.878 -1.572 2.338 0.678
C -27.026 -1.873 1.258 0.676
C -27.195 -1.112 0.079 -0.654
H -29.411 0.955 0.932 0.485
H -29.641 -0.433 2.860 0.431
H -27.807 -2.176 3.288 -0.555
H -26.383 -2.790 1.267 -0.342
H -26.676 -1.400 -0.812 0.655
N -25.343 -7.093 5.350 0.444
C -25.135 -8.199 4.584 -0.095
C -24.055 -9.071 4.788 -0.788
C -23.130 -8.766 5.807 -0.769
C -23.319 -7.535 6.441 -0.865
C -24.467 -6.779 6.273 0.031
H -25.811 -8.245 3.698 0.361
H -23.972 -9.926 4.124 0.523
H -22.227 -9.320 6.014 0.434
H -22.661 -7.182 7.193 0.482
H -24.703 -5.841 6.845 0.149
N -29.244 -4.848 6.310 -0.569
C -29.536 -3.696 5.756 -0.487
C -28.554 -2.718 5.558 -0.161
C -27.281 -2.912 6.074 -0.215
C -27.083 -4.025 6.889 -0.740
C -28.014 -5.047 6.832 -0.382
H -30.577 -3.484 5.497 0.447
H -28.756 -1.806 5.031 0.707
H -26.610 -2.088 5.899 0.444
H -26.165 -4.129 7.422 0.725
H -27.906 -6.068 7.209 0.412
N -21.687 -11.953 1.895 -0.586
C -22.916 -12.373 1.911 -0.402
C -24.034 -11.551 1.805 -0.177
C -23.760 -10.209 1.526 0.562
C -22.453 -9.742 1.457 -0.108
C -21.429 -10.634 1.687 -0.512
H -23.096 -13.460 1.988 0.340
H -25.080 -11.887 1.906 0.379
H -24.549 -9.543 1.289 -0.238
H -22.270 -8.677 1.183 0.316
H -20.384 -10.335 1.718 0.376
C -30.047 -9.307 10.428 -0.703
O -29.481 -8.398 9.416 -0.335
C -29.457 -9.018 8.226 0.564
O -30.025 -10.068 8.020 -0.583
O -28.747 -8.357 7.334 -0.017
C -28.637 -8.877 6.062 -0.762
H -29.626 -10.311 10.274 0.323
H -31.104 -9.273 10.370 0.284
H -29.672 -8.937 11.349 0.252
H -29.548 -9.261 5.627 0.536
H -27.869 -9.690 6.109 0.304
H -28.334 -8.037 5.411 0.078
C -26.591 -10.106 -1.238 -0.378
O -26.669 -10.328 0.213 -0.338
C -27.611 -9.642 0.845 0.803
O -28.341 -8.807 0.364 -0.586
O -27.570 -10.014 2.120 -0.361
C -28.784 -9.619 2.862 -0.260
H -26.102 -10.945 -1.689 0.438
H -26.163 -9.120 -1.571 -0.195
H -27.688 -10.066 -1.553 0.336
H -28.697 -10.321 3.714 0.154
H -29.599 -9.915 2.227 0.448
H -28.726 -8.516 3.023 -0.204
C -24.104 -3.778 4.725 -0.286
O -24.541 -2.689 3.911 0.240
C -24.032 -1.492 4.055 0.414
O -24.240 -0.623 3.279 -0.560
O -23.313 -1.383 5.212 -0.396
C -22.581 -0.198 5.341 -0.816
H -24.519 -3.675 5.764 0.095
H -23.030 -3.926 4.599 0.551
H -24.542 -4.694 4.338 -0.275
H -22.256 0.040 4.380 0.375
H -21.885 -0.406 6.138 0.233
H -23.244 0.576 5.736 0.278
C -28.091 -5.412 3.190 1.006
O -27.260 -6.569 2.813 1.054
C -26.250 -6.161 2.097 -0.675
O -25.894 -5.023 1.938 -0.294
O -25.743 -7.146 1.409 1.304
C -24.659 -6.809 0.535 -0.269
H -27.497 -4.552 3.540 -0.461
H -28.858 -5.707 4.002 -0.335
H -28.620 -5.076 2.273 -0.494
H -23.865 -6.242 1.087 0.404
H -25.037 -6.075 -0.168 -0.304
H -24.265 -7.612 -0.083 -0.205